Record 1
Formula: C30H40F2N6O7S
Source: the Open Molecules 2025 dataset
Level of theory: wB97M-V/def2-TZVPD

Structure (XYZ):
```
86
C30H40F2N6O7S wB97M-V/def2-TZVPD
C -2.185 4.449 -3.042
C -2.713 3.390 -2.097
O -4.064 3.638 -1.757
C -5.006 2.682 -2.171
C -5.363 1.655 -1.095
C -4.170 0.984 -0.479
C -3.611 -0.186 -0.905
C -4.241 -0.879 -2.092
C -3.885 -0.210 -3.449
C -3.303 -1.136 -4.527
C -2.000 -0.638 -5.208
N -1.689 0.782 -5.234
C -2.414 1.662 -6.089
N -1.886 2.706 -6.564
N -3.768 1.371 -6.410
C -2.391 -0.715 -0.276
C -1.743 -1.977 -0.778
N -0.681 -1.667 -1.754
C -1.764 -0.059 0.729
C -0.470 -0.471 1.359
C 0.708 0.346 0.794
C 2.034 -0.169 1.266
C 2.924 -0.754 0.376
C 4.140 -1.254 0.809
C 4.488 -1.174 2.146
C 3.610 -0.589 3.042
C 2.393 -0.093 2.607
C -2.363 1.140 1.205
N -1.917 1.893 2.216
S -2.961 3.091 2.382
N -3.995 2.753 1.216
C -3.552 1.641 0.617
H -2.466 5.432 -2.674
H -2.537 4.308 -4.061
H -1.096 4.399 -3.055
H -2.606 2.393 -2.535
H -2.119 3.386 -1.178
H -4.654 2.166 -3.070
H -5.916 3.217 -2.447
H -5.992 0.913 -1.587
H -5.939 2.141 -0.313
H -3.982 -1.927 -2.122
H -5.319 -0.847 -1.951
H -4.800 0.235 -3.838
H -3.208 0.615 -3.237
H -3.096 -2.112 -4.090
H -4.061 -1.304 -5.290
H -1.959 -1.001 -6.234
H -1.162 -1.112 -4.702
H -1.560 1.167 -4.310
H -0.914 2.746 -6.259
H -3.903 0.409 -6.687
H -4.389 1.590 -5.643
H -2.481 -2.645 -1.202
H -1.305 -2.515 0.061
H -0.845 -0.755 -2.159
H -0.652 -2.345 -2.503
H -0.534 -0.288 2.430
H -0.255 -1.523 1.191
H 0.574 1.392 1.069
H 0.662 0.298 -0.295
H 2.650 -0.830 -0.668
H 4.811 -1.712 0.096
H 5.437 -1.566 2.484
H 3.868 -0.530 4.089
H 1.707 0.364 3.309
C 6.005 1.784 6.696
C 6.798 2.050 5.431
O 7.168 0.745 5.025
C 6.261 -0.133 5.527
O 6.154 -1.263 5.188
O 5.481 0.475 6.447
F 7.912 2.781 5.662
H 6.667 1.753 7.562
H 5.197 2.488 6.868
H 6.230 2.522 4.628
C 4.769 -4.027 4.447
C 4.010 -4.822 3.407
O 4.589 -6.108 3.522
C 5.085 -6.241 4.787
O 5.432 -7.263 5.270
O 5.106 -5.038 5.404
F 4.211 -4.333 2.160
H 5.681 -3.607 4.025
H 4.190 -3.236 4.913
H 2.936 -4.899 3.579
```

Computed properties:
frontier orbital gap	8.2	eV
E_LUMO	-0.52	eV
multiplicity	1
E_HOMO	-8.73	eV
charge	0

Atomic partial charges in e from the Mulliken method, atoms 1 to 8: -1.591 0.987 -0.440 -0.080 -1.659 0.367 1.181 -2.617

=====

Record 2
Formula: C2H5N6O4
Source: the Open Molecules 2025 dataset
Level of theory: wB97M-V/def2-TZVPD

Structure (XYZ):
```
17
C2H5N6O4 wB97M-V/def2-TZVPD
C -0.408 0.244 -0.848
N 0.459 0.726 0.231
N 0.531 -0.189 1.375
N -0.317 0.318 2.408
C -0.676 1.452 2.028
N -1.561 2.269 2.833
O -1.066 2.785 3.805
O -2.657 2.310 2.358
N -0.062 1.885 0.857
N -0.094 3.208 0.141
O -0.310 4.078 0.936
O 0.155 3.266 -0.986
H 0.117 -0.343 -1.496
H -1.474 -0.139 -0.534
H -0.646 1.094 -1.420
H 1.540 -0.181 1.915
H 0.125 -1.149 0.986
```

Computed properties:
frontier orbital gap	10.5	eV
E_LUMO	-4.76	eV
multiplicity	1
E_HOMO	-15.23	eV
charge	+1

Atomic partial charges in e from the natural (NBO) method, atoms 1 to 8: -0.483 -0.076 -0.270 -0.277 0.502 0.505 -0.255 -0.277

=====

Record 3
Formula: C18H58O11
Source: the Open Molecules 2025 dataset
Level of theory: wB97M-V/def2-TZVPD

Structure (XYZ):
```
87
C18H58O11 wB97M-V/def2-TZVPD
C 1.997 -4.966 1.883
C 1.744 -3.952 2.931
C 2.728 -2.793 3.038
O 0.439 -3.405 2.649
H 2.175 -4.525 0.902
H 1.408 -5.882 1.908
H 2.993 -5.307 2.166
H 1.656 -4.499 3.870
H 2.951 -2.444 2.029
H 3.591 -3.152 3.597
H 2.370 -1.969 3.656
H 0.420 -3.013 1.773
C -1.421 3.458 -3.772
C -2.313 4.547 -3.131
C -3.766 4.236 -3.489
O -2.187 4.710 -1.719
H -1.836 2.513 -3.423
H -0.360 3.623 -3.583
H -1.478 3.399 -4.859
H -2.121 5.490 -3.643
H -3.928 4.105 -4.559
H -4.420 5.064 -3.215
H -4.166 3.475 -2.820
H -2.526 5.594 -1.562
C -1.305 1.470 -0.358
C -0.096 0.509 -0.251
C 0.039 -0.331 0.935
O -0.252 -0.310 -1.382
H -1.655 1.696 -1.366
H -1.070 2.409 0.143
H -2.126 1.035 0.212
H 0.860 0.984 -0.474
H -0.787 -1.038 0.865
H -0.059 0.218 1.871
H 0.981 -0.873 1.012
H -0.274 0.284 -2.135
C 4.027 0.567 -2.497
C 5.105 1.493 -3.029
C 4.957 2.986 -2.664
O 6.323 1.015 -2.514
H 4.414 -0.444 -2.371
H 3.220 0.537 -3.229
H 3.654 0.881 -1.522
H 5.252 1.291 -4.090
H 5.037 2.966 -1.577
H 3.974 3.360 -2.951
H 5.731 3.578 -3.153
H 7.018 1.677 -2.520
C -2.452 -2.956 -3.454
C -3.226 -2.468 -2.214
C -2.848 -3.363 -1.048
O -3.094 -1.076 -1.979
H -1.462 -2.535 -3.277
H -2.875 -2.588 -4.389
H -2.230 -4.018 -3.557
H -4.251 -2.729 -2.477
H -3.582 -3.326 -0.244
H -1.882 -3.136 -0.596
H -2.793 -4.408 -1.353
H -2.186 -0.872 -1.744
C 0.859 -1.956 6.080
C -0.548 -1.577 5.573
C -0.935 -0.237 6.211
O -0.514 -1.339 4.210
H 0.898 -1.999 7.169
H 1.487 -1.219 5.580
H 1.275 -2.890 5.700
H -1.275 -2.384 5.673
H -1.898 0.170 5.903
H -0.290 0.609 5.974
H -1.099 -0.446 7.268
H -0.071 -2.092 3.811
O -3.650 2.351 1.689
H -3.328 1.501 1.988
H -2.954 2.687 1.125
O 0.542 0.733 -3.864
H 1.416 0.344 -3.821
H 0.316 0.713 -4.794
O -0.668 5.889 0.356
H 0.261 5.892 0.586
H -0.797 5.065 -0.113
O -2.188 0.739 3.428
H -1.574 0.024 3.598
H -1.841 1.477 3.928
O 0.741 -3.189 -1.213
H 0.473 -2.280 -1.350
H 1.329 -3.378 -1.944
```

Computed properties:
frontier orbital gap	9.8	eV
E_LUMO	0.07	eV
multiplicity	1
E_HOMO	-9.75	eV
charge	0

Atomic partial charges in e from the Mulliken method, atoms 1 to 8: -1.435 0.631 -1.196 -0.610 0.258 0.332 0.438 0.302

=====

Record 4
Formula: C2H8N3P
Source: the Open Molecules 2025 dataset
Level of theory: wB97M-V/def2-TZVPD

Structure (XYZ):
```
14
C2H8N3P wB97M-V/def2-TZVPD
C 0.949 1.371 -0.909
C 0.952 -0.084 -0.567
N -1.328 -1.073 -0.648
N -1.969 -1.529 3.149
N -0.411 -0.473 -1.139
P -1.004 -0.529 2.229
H 0.965 1.537 -2.053
H 0.074 1.848 -0.542
H 1.912 1.880 -0.380
H 1.815 -0.694 -1.116
H 0.703 -0.157 0.477
H -2.909 -1.496 3.050
H -1.707 -2.361 3.518
H -0.482 0.069 -2.084
```

Computed properties:
frontier orbital gap (alpha / beta)	7.3 / 7.5	eV
E_LUMO (alpha / beta)	1.07 / -0.32	eV
multiplicity	3
E_HOMO (alpha / beta)	-6.27 / -7.77	eV
charge	0

Atomic partial charges in e from the natural (NBO) method, atoms 1 to 8: -0.631 -0.296 -0.219 -1.172 -0.221 0.408 0.205 0.220

=====

One value per record, in order, for energy above the lowest of the compared OMol25 structures with the same formula, charge and spin: 0.0000; 3.4916; 1.6594; 0.4932 eV.